A structure of composition C31H25Br2ClF9N5O2SSiTc in a non-equilibrium geometry. Source: the Open Molecules 2025 dataset; level of theory: ωB97M-V/def2-TZVPD.

```
78
C31H25Br2ClF9N5O2SSiTc ωB97M-V/def2-TZVPD
Tc 0.22083 -0.69066 -1.14817
S 0.30052 3.56932 7.38202
N -0.35909 2.23623 6.65906
C 0.26341 2.08693 5.52679
C -0.05104 1.09771 4.47316
C -1.06379 0.13257 4.63341
C -1.32271 -0.81474 3.68002
C -0.61349 -0.68966 2.44144
N 0.36722 0.14913 2.27728
C 0.71259 0.98244 3.28155
C 1.69867 2.01337 3.05037
N 2.57866 1.87051 2.01230
C 3.50186 2.75555 1.75134
C 3.64245 3.88860 2.49994
C 2.89018 4.09816 3.64403
C 1.96022 3.10272 3.93899
C 1.28116 3.09651 5.20990
N 1.33821 4.01095 6.16727
H -1.69033 0.16540 5.51233
H -2.01955 -1.56010 3.87419
H -0.87134 -1.30653 1.65020
H 4.16586 2.50037 0.89805
H 4.42439 4.66192 2.27372
H 3.19582 4.90016 4.34804
C 1.38850 2.75043 -1.56022
C 0.21765 2.47912 -0.61991
C -0.22921 3.53770 0.13549
C -1.50672 3.51531 0.70030
C -2.25937 2.32088 0.59239
C -3.67746 2.18190 0.91713
Br -4.74497 3.67942 1.31749
C -4.40306 1.05272 0.65497
C -3.79146 -0.01804 -0.05945
Br -4.82870 -1.56560 -0.29032
C -2.45493 0.00387 -0.43820
O -1.85102 -0.96084 -1.08248
C -1.71175 1.22788 -0.06125
N -0.43233 1.24048 -0.61590
H 1.24720 3.76325 -1.92556
H 2.34409 2.76789 -1.04312
H 1.42276 2.06737 -2.37609
H 0.35102 4.47344 0.12108
H -1.90674 4.23255 1.41300
H -5.42770 0.93815 1.05640
C -1.11226 0.01544 -5.75795
Si -0.59505 -1.30035 -4.52659
C -2.00613 -2.40597 -4.03600
C 0.66137 -2.45753 -5.28546
C 0.02343 -0.05578 -3.07937
H -1.69257 -0.42740 -6.58189
H -0.21014 0.51005 -6.11136
H -1.74598 0.87805 -5.37038
H -2.89092 -1.88391 -3.63350
H -1.47239 -3.01616 -3.23789
H -2.18612 -3.11502 -4.87751
H 0.05595 -3.28422 -5.66543
H 1.34993 -2.76381 -4.49393
H 1.27565 -2.04060 -6.15321
H -0.87962 0.59791 -3.01392
H 0.92086 0.49243 -3.49357
F 0.91909 -6.05359 -1.18729
C 1.09119 -4.72374 -1.50485
F 2.44222 -4.51720 -1.64698
F 0.46618 -4.46993 -2.69708
C 0.49768 -3.82768 -0.42742
O 0.48020 -2.55177 -0.96954
C -0.83415 -4.39050 -0.03518
F -1.62083 -3.39697 0.52822
F -0.75528 -5.39859 0.90991
F -1.57655 -4.86824 -1.12485
C 1.51755 -3.86225 0.77693
F 1.00968 -3.23039 1.88082
F 2.61402 -3.18039 0.34833
F 1.83841 -5.12405 1.18148
Cl 3.01178 -1.17076 -2.24752
C 2.14254 -0.48455 -0.74234
H 2.47521 0.55153 -0.74280
H 2.48857 -0.98875 0.14512
```

## Properties
2S+1: 4
Total charge: 0
Total energy: -242074.6697 eV
Expectation value of S²: 3.79
E_LUMO (spin up / spin down): -0.994 / -1.365 eV
HOMO-LUMO gap (spin up / spin down): 0.252 / 0.245 hartree
Highest occupied orbital energy (spin up / spin down): -7.85 / -8.04 eV

---

A structure of composition C31H25BrN7SSr in a non-equilibrium geometry. Source: the Open Molecules 2025 dataset; level of theory: ωB97M-V/def2-TZVPD.

```
66
C31H25BrN7SSr ωB97M-V/def2-TZVPD
Sr -1.09462 0.02758 0.88580
N -5.33297 -1.74124 -0.72785
C -4.12874 -1.52706 -0.15905
S -4.03037 -0.91340 1.41111
N -3.11119 -1.94859 -1.00981
N -1.92314 -1.71689 -0.48892
C -0.78402 -2.30627 -0.83192
C -0.71411 -3.33570 -1.80849
C 0.15474 -4.41256 -1.54752
C 0.24405 -5.44888 -2.46107
C -0.49783 -5.42317 -3.65875
C -1.34066 -4.33050 -3.90632
C -1.47426 -3.29966 -2.98279
C 0.45625 -1.86932 -0.18062
C 1.57673 -1.43768 -1.12134
C 2.87510 -1.61261 -0.32919
C 2.90151 -1.43302 1.00592
C 1.67096 -1.08957 1.79024
N 0.48305 -1.78163 1.13039
H -6.14999 -1.38930 -0.23812
H -5.41037 -1.92821 -1.72663
H 0.73608 -4.44260 -0.61938
H 0.87719 -6.30204 -2.22515
H -0.41466 -6.24831 -4.37164
H -1.92684 -4.28471 -4.83024
H -2.17727 -2.46262 -3.12313
H 1.61205 -2.12484 -1.98237
H 3.78984 -1.75795 -0.91946
H 3.85739 -1.39560 1.56304
H 1.70058 -1.53191 2.79036
Br 4.35605 1.16095 -4.38963
C 3.31495 0.99462 -2.85463
C 3.72826 1.71757 -1.65416
C 2.95073 1.72257 -0.53164
C 1.75630 0.96096 -0.49982
C 1.36400 0.01450 -1.63629
C 2.16025 0.26595 -2.85622
N 0.99868 1.00856 0.56368
C 1.48448 0.43619 1.85511
C 0.61737 0.85439 3.03562
C 1.23791 1.49097 4.11217
C 0.49776 1.63780 5.28709
C -0.82410 1.13493 5.37378
C -1.36658 0.53433 4.26229
N -0.63065 0.36553 3.14628
H 4.65408 2.29354 -1.72618
H 3.20841 2.26659 0.39941
H 0.28959 0.18848 -1.88249
H 1.87673 -0.25195 -3.79316
H 2.44321 0.97890 2.01039
H 2.25831 1.86655 4.00557
H 0.97437 2.11838 6.15315
H -1.41638 1.22799 6.29037
H -2.38850 0.14021 4.25763
N -2.20276 2.06010 0.66780
C -1.74021 3.20781 0.46776
C -2.60861 4.13428 -0.27228
C -2.16544 5.38720 -0.60183
C -0.87629 5.82405 -0.22424
C -0.04530 4.97700 0.54893
C -0.45276 3.74014 0.92214
H -3.60396 3.74320 -0.51021
H -2.84483 6.06366 -1.14483
H -0.52213 6.81662 -0.52085
H 0.95278 5.30439 0.85927
H 0.13978 3.08132 1.55294
```

## Properties
Total charge: -1
Total energy: -124694.2067 eV
E_LUMO (spin up / spin down): 2.326 / 2.298 eV
HOMO-LUMO gap (spin up / spin down): 0.192 / 0.202 hartree
Highest occupied orbital energy (spin up / spin down): -2.90 / -3.19 eV

---

A structure of composition C31H25Cl5N2O4PRuS. Source: the Open Molecules 2025 dataset; level of theory: ωB97M-V/def2-TZVPD.

```
70
C31H25Cl5N2O4PRuS ωB97M-V/def2-TZVPD
Ru 0.53985 -0.56616 -0.45626
C 1.58663 -2.37395 0.29117
C 0.24552 -2.68691 -0.08836
C -0.63231 -1.96899 0.78088
C 0.17736 -1.20148 1.65275
C 1.54399 -1.45594 1.37066
H 2.47602 -2.75384 -0.18514
H -0.05014 -3.37895 -0.85694
H -1.70875 -1.98591 0.76465
H -0.17262 -0.47872 2.36622
H 2.37334 -0.97146 1.86055
O -0.10751 1.40006 0.04515
S -1.50887 1.74573 0.44269
O -1.54517 3.03992 1.07740
O -2.17393 0.65698 1.12527
C -2.35733 1.93163 -1.10248
C -3.28940 2.96097 -1.18596
C -4.04424 3.12274 -2.33310
C -3.86211 2.25834 -3.40386
C -2.92337 1.24678 -3.32199
C -2.15349 1.06014 -2.17045
P -0.97719 -0.36111 -2.21552
C -2.16828 -1.74408 -2.26794
C -3.34068 -1.61173 -1.52130
C -4.23564 -2.66620 -1.42247
C -3.97851 -3.86604 -2.06951
C -2.81350 -4.00895 -2.80737
C -1.90908 -2.95973 -2.89919
C -0.27455 -0.04308 -3.86727
C -0.42982 -0.81643 -5.00800
C 0.21476 -0.45438 -6.18663
C 1.00509 0.68143 -6.23095
C 1.13619 1.47980 -5.09940
C 0.49783 1.12064 -3.92722
H -3.40077 3.62832 -0.34331
H -4.76805 3.92478 -2.39426
H -4.44602 2.37649 -4.30731
H -2.78041 0.58877 -4.16991
H -3.55461 -0.68734 -0.99809
H -5.13756 -2.54426 -0.83687
H -4.67972 -4.68679 -1.99418
H -2.59958 -4.94210 -3.31255
H -0.99815 -3.10343 -3.45851
H -1.04917 -1.70192 -4.99602
H 0.10060 -1.07156 -7.06829
H 1.51727 0.95094 -7.14541
H 1.74337 2.37585 -5.13033
H 0.60434 1.74135 -3.04305
C 2.39949 3.70843 2.14328
N 1.15269 3.36416 2.78561
C 0.87334 2.09672 3.19123
N -0.40394 1.94545 3.70283
O 1.68341 1.17758 3.16157
H 2.83250 4.60157 2.59497
H 2.26684 3.88275 1.07337
H 3.08800 2.87922 2.28583
H 0.38002 4.00115 2.69908
H -1.13748 2.45442 3.22945
H -0.64495 0.98645 3.88745
Cl 2.86058 1.60537 -0.32674
C 2.97647 0.62426 -1.74667
C 2.10302 -0.45565 -1.87307
C 2.39118 -1.31304 -2.93319
Cl 1.53050 -2.81734 -3.08435
C 3.35065 -1.03756 -3.90595
Cl 3.59960 -2.10221 -5.23555
C 4.10581 0.12578 -3.80867
Cl 5.24813 0.52859 -5.02829
C 3.94061 0.94693 -2.69792
Cl 4.92076 2.34910 -2.51593
```

## Properties
2S+1: 2
Total charge: 0
Total energy: -129043.3993 eV
Expectation value of S²: 0.76
E_LUMO (spin up / spin down): 0.119 / -0.940 eV
HOMO-LUMO gap (spin up / spin down): 0.316 / 0.283 hartree
Highest occupied orbital energy (spin up / spin down): -8.48 / -8.65 eV

---

Question: Which value of total energy does entry 3 give?
Answer: -129043.3993 eV